Entry 1:
125
Properties=species:S:1:pos:R:3:forces:R:3 method="wB97M-V/def2-TZVPD" smiles="COCCCCCCCCCCCN1C(=O)c2c(C)c(B(O)N(C)C)c([PH2]=S)c(CCO)c2C1=O.COC(=O)OC.COC(=O)OC.COC(=O)OC.COC(=O)OC" spin_multiplicity=1 total_energy_ha=-3601.80782 e_homo_ev=-8.6021
C 12.31252 -3.20844 -1.42967 0.0 -0.8 0.4
O 10.85162 -3.01259 -1.22681 2.1 1.8 0.1
C 10.54829 -1.60089 -0.90993 -0.4 0.3 1.0
C 9.61476 -1.61095 0.45802 -0.5 -0.5 0.0
C 7.99290 -1.62428 0.15113 0.2 0.2 0.6
C 7.47150 -0.35995 -0.75869 -0.7 0.4 0.3
C 6.75061 0.82401 0.14713 0.5 0.1 -0.6
C 5.96816 1.92774 -0.83387 -0.1 -0.3 0.1
C 4.53531 2.45058 -0.15995 0.7 0.1 -0.6
C 3.41814 2.82914 -1.33529 0.6 -0.6 0.3
C 2.47512 1.47953 -1.62382 0.0 1.2 -0.4
C 1.13763 1.87980 -2.54299 0.5 -0.6 0.1
C -0.24798 1.21858 -1.90867 1.1 0.2 0.4
N -1.47644 1.46933 -2.78548 -1.6 0.2 0.3
C -2.52712 2.36866 -2.10255 -0.4 2.3 0.2
O -2.52908 3.70374 -1.99434 0.2 -8.8 -0.5
C -3.60058 1.22574 -1.60196 -3.2 -3.5 1.3
C -4.80450 1.25774 -0.48987 1.3 -1.6 -1.6
C -5.02539 2.69710 0.32033 0.2 -0.3 -0.3
C -5.74044 -0.09596 -0.20768 2.6 -0.2 -2.8
B -6.96113 -0.03242 0.94161 0.1 -0.1 0.3
O -6.54601 0.52877 2.25710 -0.7 -3.2 -1.5
N -8.33711 -0.56978 0.59866 1.4 3.1 1.4
C -8.94548 0.08816 -0.61928 -0.9 -0.8 -1.9
C -9.27466 -0.60747 1.78320 -1.5 -1.0 0.8
C -5.48393 -1.52037 -1.04323 2.8 4.1 -1.6
P -6.52676 -3.10896 -0.83312 -0.2 -0.2 0.8
S -6.01950 -4.16690 0.74625 0.1 0.5 -0.4
C -4.23189 -1.59451 -2.14938 -0.7 3.4 1.2
C -3.82747 -2.93139 -3.00721 1.7 0.8 0.6
C -3.33791 -4.14136 -1.96782 0.4 -0.6 -0.8
O -4.24817 -5.30393 -2.08054 1.0 0.4 -0.6
C -3.37178 -0.21349 -2.35283 -1.0 1.5 1.3
C -2.11610 0.18050 -3.33064 1.2 -2.4 -3.8
O -1.67428 -0.42749 -4.46288 -2.8 3.9 7.7
H 12.49942 -4.37098 -1.23677 -0.3 2.6 -0.7
H 12.64929 -2.86831 -2.50737 -0.7 -0.8 2.1
H 12.92780 -2.62824 -0.61848 -1.1 -1.0 -1.5
H 10.02303 -1.10892 -1.83559 0.9 -0.9 1.8
H 11.50646 -0.96706 -0.64489 -1.7 -1.4 -0.7
H 9.88286 -0.72982 1.21005 -0.6 -1.7 -1.8
H 9.85047 -2.62092 1.02762 -0.3 2.1 -1.2
H 7.67667 -2.65296 -0.33211 0.8 2.1 0.8
H 7.44804 -1.58505 1.20744 1.1 0.0 -2.2
H 6.64811 -0.76865 -1.48827 1.6 0.9 1.2
H 8.31892 0.17307 -1.38270 -1.6 -1.3 1.2
H 6.01656 0.29851 0.89522 1.3 1.2 -1.4
H 7.59155 1.39322 0.75551 -1.8 -1.2 -1.1
H 6.68746 2.84806 -1.05943 -1.6 -2.0 0.5
H 5.73327 1.41959 -1.88104 0.5 0.9 2.2
H 4.14921 1.56539 0.50256 0.6 1.8 -1.1
H 4.78592 3.39105 0.50204 -0.7 -1.9 -1.2
H 2.75569 3.77152 -1.02279 1.4 -2.2 -0.7
H 4.05130 3.10368 -2.29816 -1.5 -0.4 1.9
H 2.13694 1.09090 -0.57191 0.7 0.5 -2.0
H 3.12265 0.68232 -2.23025 -1.5 1.6 1.7
H 1.35416 1.42476 -3.61594 -0.9 1.2 2.2
H 1.05579 3.06702 -2.60683 -0.1 -2.7 0.1
H -0.42373 1.68584 -0.83299 0.3 -0.9 -2.2
H -0.17093 0.05069 -1.76644 0.1 2.3 -0.3
H -6.01210 3.20976 -0.09800 2.1 -1.1 1.1
H -4.10915 3.43309 0.12811 -2.1 -1.8 0.0
H -5.07271 2.54489 1.49180 -0.2 0.1 -2.6
H -6.29671 -0.26696 2.83314 -0.5 1.7 -0.9
H -8.19136 0.68858 -1.28857 -1.2 -1.2 1.6
H -9.85575 0.79564 -0.37414 1.9 -1.4 -0.2
H -9.35868 -0.79074 -1.31371 0.7 2.0 1.3
H -9.11918 0.24102 2.57353 0.0 -1.5 -1.6
H -10.40717 -0.53624 1.43524 2.5 -0.2 0.5
H -9.17747 -1.66505 2.31517 -0.1 2.3 -1.0
H -7.96499 -2.85280 -0.67288 1.4 0.4 -0.7
H -6.43388 -3.87829 -2.08172 0.1 1.1 0.8
H -4.62555 -3.28583 -3.78623 1.3 0.7 1.8
H -2.84911 -2.64691 -3.62390 -2.3 -0.3 1.2
H -2.25781 -4.55132 -2.26799 -2.2 1.3 0.7
H -3.31931 -3.75656 -0.84869 -0.3 -1.0 -2.4
H -3.96842 -5.92750 -2.81334 -0.2 1.4 1.3
C -3.47258 7.40386 5.22826 -0.4 0.2 0.3
O -2.46293 6.73552 4.47443 -0.1 -0.3 -1.0
C -2.81451 6.45747 3.19363 -0.4 0.1 -0.2
O -3.88349 6.72715 2.66872 1.5 -0.4 0.7
O -1.77068 5.82743 2.59808 -0.7 0.5 0.7
C -1.99968 5.47163 1.23605 0.0 -0.1 -0.5
H -3.08388 7.57609 6.23568 0.2 -0.2 -0.3
H -3.71010 8.37420 4.78029 -0.1 -0.3 0.0
H -4.37035 6.78229 5.30724 0.1 0.2 -0.2
H -2.17834 6.36474 0.62853 -0.1 -0.2 0.1
H -2.83857 4.77281 1.15539 0.1 0.3 0.0
H -1.10092 4.97463 0.86079 -0.1 0.1 0.3
C 18.11421 -4.93873 1.24688 0.4 0.1 -0.3
O 16.98976 -5.16668 2.09423 -1.0 0.0 -0.3
C 15.79162 -5.10796 1.45989 -0.1 0.1 -0.4
O 15.61930 -4.88429 0.27193 0.2 -0.3 1.7
O 14.81846 -5.34124 2.37629 0.9 0.2 -0.6
C 13.49440 -5.31004 1.84709 -0.5 0.0 -0.2
H 19.01798 -5.00916 1.85834 -0.4 0.0 0.1
H 18.16819 -5.70161 0.46346 -0.1 0.2 0.0
H 18.07135 -3.93576 0.81009 -0.1 -0.3 -0.1
H 13.36376 -6.08777 1.08766 0.1 0.3 0.0
H 13.26682 -4.32193 1.43428 0.1 -0.2 -0.1
H 12.79814 -5.50904 2.66638 0.4 0.0 0.0
C -9.18579 0.59493 -5.22836 0.4 0.1 -0.3
O -10.31024 0.36698 -4.38102 -1.0 0.0 -0.3
C -11.50838 0.42570 -5.01535 -0.1 0.1 -0.5
O -11.68070 0.64938 -6.20331 0.3 -0.3 1.8
O -12.48154 0.19242 -4.09896 0.9 0.2 -0.5
C -13.80560 0.22362 -4.62815 -0.5 0.0 -0.2
H -8.28202 0.52450 -4.61691 -0.3 0.0 0.1
H -9.13181 -0.16795 -6.01178 -0.1 0.2 0.0
H -9.22865 1.59790 -5.66516 -0.1 -0.3 0.0
H -13.93624 -0.55410 -5.38759 0.1 0.3 0.0
H -14.03318 1.21174 -5.04096 0.1 -0.2 -0.1
H -14.50186 0.02463 -3.80887 0.4 0.0 0.0
C -3.78986 0.88880 3.66526 0.1 0.5 -0.4
O -3.79552 -0.18284 4.60648 0.1 0.1 1.1
C -3.60066 0.20279 5.89282 0.1 0.5 0.2
O -3.42926 1.34807 6.28004 -0.3 -1.7 -0.6
O -3.62957 -0.90658 6.67366 0.0 0.7 -0.8
C -3.43667 -0.65113 8.06351 0.1 0.1 0.5
H -3.95427 0.46578 2.67044 0.0 -0.2 0.3
H -4.60015 1.59367 3.87791 0.2 -0.1 0.0
H -2.82107 1.39872 3.66673 -0.2 0.0 0.1
H -4.23286 -0.00780 8.45193 0.2 0.0 -0.1
H -2.45376 -0.20278 8.24086 -0.3 0.1 -0.1
H -3.47872 -1.60745 8.59200 0.0 0.1 -0.4

---

Entry 2:
102
Properties=species:S:1:pos:R:3:forces:R:3 method="wB97M-V/def2-TZVPD" spin_multiplicity=1 total_charge=+1 total_energy_ha=-6238.61186 e_homo_ev="-9.5056 / -9.5047"
W -0.29147 1.24002 -0.15780 2.0 0.3 0.2
C 1.24902 3.04280 -5.18519 -0.1 -0.1 0.0
C 0.11250 2.57389 -4.32205 0.0 0.0 -0.1
C -1.21338 2.65674 -4.74181 0.0 0.0 0.0
C -2.21966 2.20540 -3.90954 0.0 0.1 -0.1
C -1.86475 1.68594 -2.68349 0.0 -0.1 0.1
Br -3.17061 1.09897 -1.47684 -0.1 -0.1 -0.2
N -0.60472 1.57112 -2.24148 -0.5 0.4 -0.9
C 0.36118 2.02501 -3.08156 0.0 0.1 0.1
H 1.03779 4.02920 -5.59664 0.0 0.0 0.0
H 1.39681 2.36083 -6.02392 0.0 0.0 0.0
H 2.18003 3.09203 -4.62341 0.0 0.0 0.0
H -1.45604 3.06410 -5.71506 0.0 0.0 0.0
H -3.26107 2.25192 -4.19138 0.0 0.0 0.0
H 1.37487 1.89965 -2.73282 -0.1 0.2 0.0
C 1.28400 -3.82099 -0.49577 0.1 0.0 0.0
Si 0.67830 -2.85869 1.00816 0.2 0.0 0.0
C -0.13166 -4.13381 2.11769 -0.2 0.1 0.1
C 2.15197 -2.19967 1.95556 0.0 0.1 0.1
Si -0.90602 -1.16605 0.38531 -1.2 -0.5 0.4
Si -2.37620 -2.31764 -1.15777 0.5 0.0 -0.2
C -4.25573 -2.05586 -1.12824 0.0 0.2 0.1
C -1.75500 -1.94671 -2.91001 -0.1 0.0 -0.1
C -2.20905 -4.17872 -0.96330 0.0 -0.1 0.0
Si -2.45214 -1.25371 2.27981 0.5 0.3 -0.3
C -3.49069 -2.81005 2.26224 0.0 -0.1 0.0
C -1.58075 -1.25393 3.94620 0.0 0.0 0.1
C -3.61359 0.24071 2.14224 -0.1 0.0 0.1
H 2.34654 -4.05267 -0.38730 0.0 0.0 0.0
H 1.15667 -3.28099 -1.42890 0.0 0.1 -0.2
H 0.75194 -4.76935 -0.58049 0.0 0.0 0.0
H 0.62148 -4.89095 2.35459 0.0 0.0 0.0
H -0.96330 -4.63978 1.62790 0.0 0.0 0.0
H -0.48692 -3.71106 3.05762 0.0 0.0 0.0
H 2.95065 -2.94640 1.95497 0.0 0.0 0.0
H 1.87910 -1.98740 2.98896 0.0 -0.1 0.0
H 2.54351 -1.27777 1.52929 0.0 0.0 0.0
H -4.61144 -1.10652 -0.73478 0.0 0.0 0.1
H -4.74208 -2.84121 -0.55133 0.0 -0.1 0.0
H -4.62134 -2.13937 -2.15534 0.0 0.0 0.0
H -1.38343 -0.92891 -3.03412 0.0 0.0 0.0
H -2.54244 -2.09774 -3.65444 0.0 0.0 0.0
H -0.93835 -2.62862 -3.15501 0.1 0.0 0.0
H -2.54048 -4.52409 0.01592 0.0 0.0 0.0
H -1.18709 -4.51800 -1.11878 0.0 0.0 0.0
H -2.83867 -4.66812 -1.71265 0.0 0.0 0.0
H -2.87793 -3.69043 2.45581 0.0 0.0 0.0
H -4.02940 -2.96413 1.33313 -0.1 0.0 0.0
H -4.23025 -2.73897 3.06577 0.0 0.0 0.0
H -1.60682 -2.25720 4.37610 -0.1 0.0 0.0
H -2.08255 -0.58442 4.65037 0.0 0.0 0.0
H -0.53974 -0.94783 3.88443 -0.2 -0.1 0.1
H -4.60559 -0.07265 1.80536 0.0 0.0 0.0
H -3.26061 1.00022 1.44409 0.0 0.0 0.0
H -3.74057 0.72576 3.11458 0.0 0.0 0.0
C 5.64743 -1.73380 -0.76310 0.0 0.0 0.0
C 4.32266 -1.27167 -1.30706 0.0 0.0 0.0
C 3.83695 -1.74015 -2.51675 -0.1 0.0 0.0
C 2.59651 -1.32938 -2.99030 0.0 -0.1 0.0
C 2.08799 -1.83597 -4.31285 0.0 -0.1 0.1
C 1.84115 -0.44282 -2.23281 -0.1 0.0 0.0
C 2.34374 0.11277 -1.05293 0.0 -0.3 0.1
C 3.57936 -0.33294 -0.59913 0.0 -0.1 0.2
N 1.64974 1.18877 -0.37310 -1.0 0.3 0.1
C 2.52892 2.35805 0.03700 0.0 0.3 -0.2
C 3.33052 2.05660 1.32430 0.0 -0.1 -0.1
C 1.64017 3.57992 0.28441 0.0 0.0 0.1
C 3.47323 2.75750 -1.10659 -0.1 -0.1 -0.1
H 6.05298 -2.54979 -1.35839 0.0 0.0 0.0
H 5.54464 -2.07886 0.26670 0.0 0.0 0.0
H 6.37506 -0.92014 -0.76565 0.0 0.0 0.0
H 4.42427 -2.44295 -3.09714 0.0 0.0 0.0
H 2.81779 -1.64085 -5.09983 0.0 0.0 0.0
H 1.15100 -1.35678 -4.59077 -0.1 0.0 0.0
H 1.92444 -2.91560 -4.28399 0.0 0.0 0.0
H 0.86173 -0.17703 -2.59903 0.1 -0.1 0.0
H 3.99120 0.04075 0.32425 0.0 0.0 0.0
H 2.95939 1.16797 1.83147 0.0 0.0 0.1
H 3.26424 2.89847 2.01426 0.0 0.0 0.0
H 4.38686 1.89849 1.11007 0.0 0.0 0.0
H 1.08512 3.51794 1.21883 0.0 0.0 -0.1
H 0.94669 3.74926 -0.54370 0.0 0.0 0.0
H 2.27848 4.46182 0.35191 0.0 0.0 0.0
H 4.01894 1.91800 -1.52888 0.1 0.0 0.1
H 4.19755 3.47414 -0.72000 0.0 0.0 0.0
H 2.92147 3.24850 -1.91216 0.0 0.0 0.0
O 1.06535 0.20675 3.22302 0.2 0.1 0.0
S 0.57204 1.55458 3.24069 -0.3 0.1 0.0
O -0.57080 1.59789 4.43813 0.0 -0.1 -0.1
N -0.48268 1.71127 1.90423 0.0 0.2 0.5
C -1.33414 2.73368 1.94780 0.2 -0.2 0.2
S -1.70759 3.32249 0.39560 0.2 -0.5 -0.1
C -1.92063 3.18211 3.19518 0.0 0.0 -0.1
C -2.96178 4.11806 3.21645 0.0 0.0 0.0
C -3.63076 4.39551 4.38683 0.0 0.0 0.0
C -3.26875 3.73081 5.55895 0.0 0.0 -0.1
C -2.23926 2.80712 5.56412 0.0 0.0 0.1
C -1.56604 2.54007 4.38456 0.0 0.1 0.1
H -3.24599 4.59985 2.28975 0.0 0.0 0.0
H -4.43936 5.11222 4.39549 0.0 0.0 0.0
H -3.79975 3.93475 6.47907 0.0 0.0 0.0
H -1.94490 2.28871 6.46616 0.0 0.0 0.0